Density functional theory data (the ωB97M-V functional and the def2-TZVPD basis) for 2 unconnected molecules or ions with the total composition CH7N2O3P in a non-equilibrium geometry.

Last column: Löwdin charge in e.
Geometry (Å):
C 1.443 1.520 0.453  -0.12
N -1.896 -0.072 0.375  -0.06
N 0.048 -0.719 -1.180  0.05
O -0.860 -2.434 0.468  -0.32
O 1.379 1.307 -0.756  -0.09
O 0.649 -0.384 1.295  -0.36
P -0.526 -1.004 0.515  0.29
H 2.098 1.063 1.186  0.09
H 0.877 2.306 0.864  0.08
H -1.736 0.904 0.231  0.04
H -2.485 -0.162 1.205  0.07
H 0.743 -1.460 -1.329  0.12
H -0.574 -0.921 -1.946  0.11
H 0.840 0.056 -1.381  0.11

Cartesian forces, eV/Å:
0.736 -0.858 -0.817
-0.609 -0.090 0.794
3.265 -0.272 -1.712
0.017 0.133 0.560
0.838 0.875 0.591
-2.509 -1.142 -0.929
1.957 0.344 0.601
0.707 -0.155 -0.505
-1.213 1.236 0.603
0.256 0.619 -0.067
0.001 -0.154 -0.395
-0.347 -0.674 0.562
-0.767 0.447 -0.126
-2.332 -0.311 0.840

Calculated values
HOMO level, Eh: -0.3645
SMILES string: N[P@]([NH3+])(=O)[O-].C=O
HOMO-LUMO gap, eV: 10.44



Density functional theory data (the ωB97M-V functional and the def2-TZVPD basis) for 2 unconnected molecules or ions with the total composition CH7N2OPS in a non-equilibrium geometry.

Last column: Löwdin charge in e.
Geometry (Å):
C -0.511 -0.471 -2.233  -0.54
N 1.605 -0.296 0.849  -0.06
N -0.810 0.007 1.932  -0.09
O 0.944 1.981 1.884  -0.32
P 0.406 0.870 1.133  0.56
S -1.401 1.080 -1.613  0.32
H 0.398 -0.330 -1.776  -0.09
H -0.364 -0.429 -3.345  0.03
H -1.159 -1.264 -1.769  0.02
H 1.131 -1.000 0.283  0.04
H 2.327 0.128 0.333  0.03
H -1.276 -0.817 1.644  0.04
H -1.289 0.543 2.678  0.08

Cartesian forces, eV/Å:
-3.235 0.880 -0.443
-2.713 0.021 -0.041
1.046 2.146 0.803
-0.037 1.558 0.127
-1.777 -2.545 0.064
1.694 -0.479 1.176
2.267 -0.410 0.873
-0.526 -0.401 1.092
1.192 0.210 -1.139
0.599 -0.412 -0.084
1.388 0.462 -0.909
-0.350 -0.497 -0.647
0.452 -0.535 -0.873

Calculated values
HOMO level (alpha / beta), Eh: -0.3056 / -0.3056
HOMO-LUMO gap (alpha / beta), eV: 6.39 / 6.39



Density functional theory data (the ωB97M-V functional and the def2-TZVPD basis) for a molecular structure, CH7N2OPSi in a non-equilibrium geometry.

Last column: Löwdin charge in e.
Geometry (Å):
C -1.197 -0.041 0.107  -0.68
N -2.482 -0.154 0.632  0.16
N -0.762 0.895 -0.653  0.10
O -0.455 -1.074 0.361  -0.17
Si 1.001 -0.983 -0.425  0.40
P 2.280 0.685 0.537  0.56
H -3.006 0.579 0.400  0.03
H -2.546 -0.345 1.662  0.14
H -1.326 1.723 -0.698  0.06
H 1.627 -2.013 0.171  -0.10
H 1.019 -0.870 -1.812  -0.06
H 3.570 0.219 0.326  -0.20
H 2.278 1.380 -0.608  -0.23

Cartesian forces, eV/Å:
-2.086 1.628 -0.351
2.543 -3.201 2.600
0.585 -0.863 0.391
0.046 -1.067 0.314
1.288 3.090 1.073
-1.125 -0.601 1.132
-2.707 3.595 -1.044
0.277 -0.061 -1.595
-0.358 0.153 -0.080
1.358 -3.054 0.826
-0.271 -0.270 -1.690
0.440 -0.608 -0.125
0.011 1.260 -1.453

Calculated values
HOMO level, Eh: -0.3265
HOMO-LUMO gap, eV: 9.63



Density functional theory data (the ωB97M-V functional and the def2-TZVPD basis) for 2 unconnected molecules or ions with the total composition CH7N2S in a non-equilibrium geometry.

Last column: Löwdin charge in e.
Geometry (Å):
S 2.664 -0.842 0.573  -0.19
H 2.572 -0.793 1.919  -0.46
N 0.312 0.092 -1.257  -0.08
C -0.913 0.508 -0.557  -0.39
N -1.235 0.086 0.849  -0.02
H 0.705 -0.728 -0.730  -0.07
H 1.015 0.797 -0.975  0.01
H -1.694 0.217 -1.273  0.08
H -0.924 1.602 -0.517  0.08
H -0.448 -0.449 1.238  0.03
H -2.054 -0.490 0.731  0.03

Cartesian forces, eV/Å:
0.252 -0.158 0.503
0.038 -0.019 -0.164
0.603 0.146 1.776
-0.140 0.692 -0.570
0.541 -0.176 -1.181
-0.299 0.652 -0.723
-0.212 -0.717 -0.344
-0.542 -0.044 0.717
0.063 0.029 -0.335
-0.436 0.111 -0.247
0.132 -0.515 0.567

Calculated values
HOMO level, Eh: -0.1042
Total charge: -1
HOMO-LUMO gap, eV: 7.08



Density functional theory data (the ωB97M-V functional and the def2-TZVPD basis) for 2 unconnected molecules or ions with the total composition CH7N2S.

Last column: Löwdin charge in e.
Geometry (Å):
S 2.487 -0.051 0.972  -0.21
H 2.455 -1.345 1.337  -0.45
N -0.295 -0.090 -1.320  -0.03
C -0.825 0.634 -0.186  -0.44
N -1.000 -0.272 0.970  -0.05
H 0.699 -0.257 -1.174  -0.01
H -0.394 0.393 -2.204  0.04
H -1.796 1.054 -0.461  0.08
H -0.175 1.425 0.184  0.07
H -0.051 -0.306 1.363  -0.05
H -1.104 -1.185 0.520  0.04

Cartesian forces, eV/Å:
0.022 -0.026 -0.031
0.008 0.035 -0.031
0.279 -0.299 -0.498
-0.444 -0.242 0.720
0.401 0.052 -0.719
0.039 -0.030 0.201
-0.090 0.208 0.123
0.004 0.070 -0.085
0.092 0.287 -0.163
-0.158 -0.135 0.141
-0.154 0.080 0.342

Calculated values
HOMO level, Eh: -0.1076
Total charge: -1
HOMO-LUMO gap, eV: 7.25



Density functional theory data (the ωB97M-V functional and the def2-TZVPD basis) for 2 unconnected molecules or ions with the total composition CH7N2S in a non-equilibrium geometry.

Last column: Löwdin charge in e.
Geometry (Å):
S 2.443 0.900 0.342  -0.13
H 2.492 2.158 -0.040  -0.46
N -0.277 -0.848 -1.057  -0.04
C -0.879 -0.650 0.262  -0.44
N -0.810 0.712 0.755  -0.05
H -0.115 -1.801 -1.368  0.04
H 0.692 -0.521 -0.966  -0.04
H -0.382 -1.234 1.055  0.09
H -1.917 -1.024 0.212  0.09
H -1.424 1.302 0.204  0.04
H 0.180 1.004 0.602  -0.09

Cartesian forces, eV/Å:
0.291 -0.743 0.214
0.018 0.704 -0.268
0.985 0.621 -0.440
-0.241 -0.914 0.683
-0.056 -0.182 -0.573
-0.678 -0.325 0.489
-0.195 0.496 -0.115
0.021 -0.162 -0.272
0.174 0.328 0.128
0.218 0.071 -0.159
-0.536 0.107 0.313

Calculated values
HOMO level, Eh: -0.1084
Total charge: -1
HOMO-LUMO gap, eV: 7.32



Density functional theory data (the ωB97M-V functional and the def2-TZVPD basis) for 2 unconnected molecules or ions with the total composition CH7N3 in a non-equilibrium geometry.

Last column: Löwdin charge in e.
Geometry (Å):
N -1.234 1.903 -3.435  0.00
H -0.918 2.085 -4.375  0.00
H -0.642 2.319 -2.729  0.00
H -2.130 2.342 -3.276  0.00
N 1.110 -1.075 3.022  0.02
C 0.880 -1.612 1.732  -0.36
N 0.470 -0.958 0.717  0.05
H 1.708 -0.254 3.059  0.08
H 0.213 -0.723 3.324  0.07
H 0.956 -2.699 1.591  0.10
H -0.414 -1.328 0.371  0.05

Cartesian forces, eV/Å:
-0.380 -0.180 0.636
0.143 0.278 0.088
0.447 -0.060 -0.349
-0.214 -0.050 -0.370
1.258 0.017 0.391
-0.955 -0.389 -1.726
-1.084 1.621 2.339
0.180 -0.118 -0.341
-0.276 0.040 -0.012
-0.223 -0.153 1.005
1.103 -1.006 -1.660

Calculated values
HOMO level, Eh: -0.3311
SMILES string: [H]/N=C/N.N
HOMO-LUMO gap, eV: 9.83



Density functional theory data (the ωB97M-V functional and the def2-TZVPD basis) for 2 unconnected molecules or ions with the total composition CH7N3O in a non-equilibrium geometry.

Last column: Löwdin charge in e.
Geometry (Å):
C -2.058 0.047 -0.441  -0.35
N -2.966 0.090 0.631  -0.01
N -0.661 -0.310 -0.295  -0.06
N 4.234 -0.210 -0.221  -0.03
O -0.348 -0.622 0.824  -0.02
H -2.117 0.954 -0.989  0.10
H -2.289 -0.767 -1.188  0.14
H -2.445 0.169 1.582  0.11
H -3.612 -0.656 0.897  0.07
H 4.485 -0.350 -1.219  0.00
H 3.142 -0.295 -0.238  0.05
H 4.660 0.626 0.117  -0.02

Cartesian forces, eV/Å:
-1.197 -2.264 -1.484
0.581 0.257 4.428
0.761 0.188 1.155
-2.491 -1.931 -1.796
0.062 0.007 -0.268
0.431 0.976 -0.722
-0.351 0.728 0.422
-0.746 0.297 -2.254
0.482 -0.185 -1.284
0.029 0.281 1.077
2.930 0.937 0.557
-0.491 0.708 0.169

Calculated values
HOMO level, Eh: -0.3438
SMILES string: NCN=O.N
HOMO-LUMO gap, eV: 9.50



Number 1: energy -19563.1180 eV. Number 2: energy -26301.0797 eV. Number 3: energy -23344.5474 eV. Number 4: energy -14966.5757 eV. Number 5: energy -14967.1285 eV. Number 6: energy -14966.9850 eV. Number 7: energy -5618.8934 eV. Number 8: energy -7665.1810 eV.